Entry 1:
{
  "formula": "C30H27N5O11STi",
  "method": "wB97M-V/def2-TZVPD",
  "homo_ev": [-3.829, -5.318],
  "orbital_gap_ev": [5.96, 7.45],
  "charge": -1,
  "multiplicity": 2,
  "de_lowest_ev": 0.305,
  "elements": ["Ti", "C", "O", "C", "C", "C", "C", "C", "C", "N", "N", "C", "O", "C", "C", "C", "C", "C", "C", "C", "O", "H", "H", "H", "H", "H", "H", "H", "H", "H", "H", "H", "H", "O", "C", "O", "C", "C", "N", "N", "C", "C", "O", "O", "H", "H", "H", "C", "C", "C", "C", "C", "C", "C", "S", "O", "O", "N", "C", "C", "C", "O", "O", "H", "H", "H", "H", "H", "H", "H", "H", "H", "H", "H", "H"],
  "positions_angstrom": [[0.63727, 0.92564, 0.85478], [-0.22382, 2.30312, -3.01343], [0.77519, 1.55863, -3.70122], [1.98862, 1.42305, -3.08390], [3.12224, 1.49264, -3.87865], [4.39113, 1.35373, -3.32190], [4.52988, 1.18595, -1.95929], [3.40332, 1.10356, -1.12938], [3.58683, 1.03000, 0.30253], [2.61848, 1.02838, 1.15739], [3.03073, 1.16968, 2.48208], [1.97324, 1.15624, 3.24649], [0.78260, 0.97092, 2.79696], [2.14892, 1.50039, 4.68169], [1.03400, 1.81136, 5.44746], [1.18089, 2.15306, 6.78351], [2.44018, 2.17484, 7.36249], [3.55734, 1.85543, 6.59943], [3.41491, 1.52010, 5.26429], [2.11753, 1.16210, -1.70839], [1.05993, 0.95766, -0.95187], [-0.93241, 2.61542, -3.77973], [-0.72381, 1.69775, -2.25595], [0.21182, 3.18447, -2.53285], [2.98722, 1.67284, -4.93548], [5.26639, 1.41262, -3.95462], [5.51270, 1.12533, -1.51197], [4.59731, 1.06001, 0.70449], [0.05853, 1.78508, 4.98233], [0.30742, 2.40139, 7.37282], [2.55418, 2.43836, 8.40622], [4.54299, 1.86603, 7.04700], [4.27004, 1.27298, 4.65495], [-5.81799, 2.86621, 0.40646], [-4.52349, 3.30228, 0.50997], [-4.30326, 4.47612, 0.52340], [-3.51029, 2.22439, 0.60071], [-3.77660, 0.85830, 0.57344], [-2.61144, 0.21543, 0.68762], [-1.60345, 1.07714, 0.78173], [-2.09781, 2.30087, 0.72727], [-1.01733, 3.38528, 0.75474], [-1.30893, 4.55847, 0.65049], [0.15365, 2.86671, 0.86623], [-5.85992, 1.90544, 0.41984], [-4.68689, 0.29224, 0.47259], [-2.41354, -0.78095, 0.61926], [-0.80225, -1.60952, -5.82753], [-1.29517, -2.19253, -4.53515], [-1.95791, -3.41523, -4.50102], [-2.43048, -3.93633, -3.30577], [-2.24190, -3.21817, -2.12968], [-1.58960, -1.98976, -2.14518], [-1.11481, -1.49426, -3.34484], [-2.80642, -3.91678, -0.60932], [-3.18517, -2.82271, 0.24436], [-3.74778, -4.95401, -0.92014], [-1.56808, -4.69256, 0.13753], [-0.31003, -4.01645, 0.51249], [-0.41879, -3.15431, 1.77567], [0.55911, -1.96910, 1.67158], [1.59563, -1.96806, 2.30308], [0.18095, -1.04669, 0.83484], [-0.80720, -2.34887, -6.62576], [0.21005, -1.22106, -5.71624], [-1.43247, -0.77237, -6.13164], [-2.11295, -3.96577, -5.42154], [-2.95615, -4.87969, -3.27984], [-1.43842, -1.42276, -1.23388], [-0.60104, -0.54618, -3.35750], [-1.43246, -5.58975, -0.30288], [0.07270, -3.41883, -0.31777], [0.40249, -4.82826, 0.67007], [-0.17500, -3.73429, 2.66394], [-1.44132, -2.79238, 1.87009]],
  "forces_ev_per_angstrom": [[-1.73, -0.38, -0.52], [-0.11, 0.18, 0.04], [-0.04, -0.28, -0.08], [0.41, -0.04, -0.07], [-0.16, 0.02, 0.18], [0.06, 0.02, 0.02], [-0.15, 0.01, -0.02], [0.22, 0.04, -0.32], [-0.02, 0.05, -0.11], [1.25, 0.04, 0.32], [-0.17, -0.07, 0.14], [0.29, 0.33, -0.10], [-0.02, -0.01, 0.93], [0.09, -0.31, -0.01], [-0.02, -0.01, 0.02], [-0.02, 0.01, 0.03], [0.03, 0.00, 0.01], [0.00, 0.00, 0.00], [-0.12, 0.04, 0.02], [0.01, -0.14, 0.33], [0.22, 0.01, -1.02], [-0.02, 0.03, 0.05], [-0.01, 0.10, -0.06], [-0.07, -0.07, 0.01], [0.00, 0.01, -0.09], [0.01, 0.00, -0.02], [0.07, -0.01, 0.03], [-0.01, 0.02, -0.07], [-0.01, 0.00, -0.02], [-0.01, 0.01, 0.02], [0.00, 0.01, 0.03], [0.01, 0.01, 0.03], [0.06, -0.02, -0.05], [-0.02, 0.05, -0.01], [0.10, 0.28, 0.04], [-0.12, -0.33, -0.01], [-0.07, -0.17, -0.02], [0.13, 0.08, -0.01], [0.03, -0.10, -0.08], [0.16, -0.01, -0.12], [-0.04, -0.10, 0.04], [-0.05, 0.24, -0.04], [0.03, -0.19, 0.01], [-0.07, 0.83, 0.16], [-0.01, 0.02, 0.00], [-0.07, -0.05, 0.00], [-0.14, 0.09, 0.18], [0.06, 0.05, 0.01], [-0.03, -0.03, -0.02], [-0.05, -0.03, 0.06], [0.08, 0.10, 0.04], [0.11, -0.15, -0.05], [0.00, -0.05, 0.13], [-0.07, 0.01, 0.01], [0.03, -0.15, 0.30], [0.01, 0.32, 0.00], [-0.04, 0.04, -0.09], [-0.02, 0.14, -0.15], [-0.02, -0.01, 0.00], [0.15, 0.10, -0.10], [-0.19, -0.15, -0.08], [0.20, -0.07, 0.17], [-0.35, -0.53, 0.21], [-0.01, -0.03, -0.04], [0.01, 0.01, 0.01], [-0.02, 0.01, -0.02], [0.00, 0.00, 0.00], [-0.02, -0.04, 0.03], [0.10, -0.10, -0.02], [0.15, 0.18, 0.00], [-0.03, -0.12, -0.03], [-0.06, 0.09, -0.08], [0.02, 0.12, 0.01], [0.00, -0.03, -0.02], [0.06, 0.09, -0.02]]
}

=====

Entry 2:
{
  "formula": "C30H28BF4I2N8O3Sn",
  "method": "wB97M-V/def2-TZVPD",
  "homo_ev": -5.144,
  "orbital_gap_ev": 6.84,
  "charge": -1,
  "de_lowest_ev": 0.171,
  "elements": ["Sn", "N", "C", "N", "C", "N", "N", "C", "C", "C", "C", "C", "C", "N", "C", "C", "C", "C", "C", "C", "H", "H", "H", "H", "H", "H", "H", "H", "H", "H", "H", "I", "C", "C", "C", "I", "C", "O", "C", "C", "N", "C", "C", "C", "C", "C", "C", "N", "C", "H", "H", "H", "H", "H", "H", "H", "H", "H", "H", "H", "N", "C", "C", "C", "O", "O", "H", "H", "H", "H", "H", "H", "F", "B", "F", "F", "F"],
  "positions_angstrom": [[0.59059, 0.21010, -0.90302], [0.49305, -3.09467, 2.93907], [0.86357, -3.01704, 1.63608], [0.07517, -2.93930, 0.63240], [-1.30148, -2.89032, 0.86605], [-2.16243, -2.62560, -0.04527], [-1.60387, -2.32929, -1.28422], [-2.38920, -1.62844, -1.99626], [-1.98701, -1.09142, -3.30751], [-2.97866, -0.65377, -4.17517], [-2.61083, -0.09790, -5.38709], [-1.26532, 0.01919, -5.67550], [-0.34264, -0.42106, -4.73555], [-0.68077, -0.97766, -3.57702], [-1.78591, -3.10521, 2.24466], [-3.14169, -3.16454, 2.56316], [-3.55206, -3.27641, 3.87719], [-2.60560, -3.32750, 4.90008], [-1.25769, -3.27458, 4.60673], [-0.85215, -3.16414, 3.27830], [1.19885, -3.02792, 3.65333], [1.93493, -3.02103, 1.47092], [-3.38267, -1.36282, -1.63228], [-4.01705, -0.71412, -3.87807], [-3.36105, 0.27488, -6.07159], [-0.91968, 0.48330, -6.58875], [0.71739, -0.27907, -4.91564], [-3.85378, -3.09683, 1.75234], [-4.60698, -3.31424, 4.11419], [-2.92478, -3.40609, 5.93134], [-0.51543, -3.30955, 5.39542], [4.48393, 4.52100, 4.35579], [3.82543, 3.11495, 2.95602], [4.04417, 1.77019, 3.17772], [3.58516, 0.86069, 2.23943], [3.98539, -1.16660, 2.56740], [2.89103, 1.22469, 1.07071], [2.46042, 0.32481, 0.23092], [2.72772, 2.62082, 0.86280], [2.05092, 3.11478, -0.38544], [0.65861, 2.66178, -0.48919], [-0.25278, 3.19878, 0.53928], [-0.80813, 2.13988, 1.46570], [-2.17956, 1.94093, 1.58776], [-2.63450, 0.95674, 2.44736], [-1.71328, 0.20399, 3.16002], [-0.36711, 0.47320, 2.96802], [0.08138, 1.41817, 2.14802], [3.17851, 3.53085, 1.79945], [4.56386, 1.42858, 4.06185], [2.56403, 2.73291, -1.26880], [2.10967, 4.21002, -0.40849], [0.28228, 2.93104, -1.39926], [-1.07667, 3.70523, 0.03871], [0.28024, 3.93268, 1.15197], [-2.86036, 2.51464, 0.97535], [-3.69600, 0.76648, 2.54762], [-2.02820, -0.57814, 3.83906], [0.39400, -0.09669, 3.49583], [3.02130, 4.58752, 1.61858], [1.80784, -1.82324, -1.49874], [2.59988, -1.85929, -2.72797], [3.41604, -0.57633, -2.86949], [2.56112, 0.58477, -3.36585], [2.79839, 1.08016, -4.45645], [1.59644, 0.98927, -2.59313], [2.39897, -1.93777, -0.68163], [1.05955, -2.51037, -1.46647], [1.90634, -1.96408, -3.56358], [3.26978, -2.72620, -2.74755], [4.21822, -0.71974, -3.59124], [3.84966, -0.32293, -1.89778], [-3.53836, 3.82033, -1.95094], [-2.57847, 2.87311, -2.33032], [-2.49929, 1.87207, -1.32616], [-2.90446, 2.29442, -3.55815], [-1.30793, 3.50493, -2.41706]],
  "forces_ev_per_angstrom": [[-0.04, 0.01, 0.03], [0.00, 0.00, 0.00], [-0.01, -0.01, 0.01], [-0.01, -0.02, 0.03], [0.00, 0.02, 0.00], [-0.03, 0.02, 0.03], [0.02, -0.03, -0.03], [0.01, -0.03, -0.02], [-0.04, 0.03, 0.02], [0.01, -0.02, 0.01], [0.00, -0.01, -0.01], [0.01, 0.01, 0.00], [0.05, 0.00, 0.03], [-0.03, 0.00, -0.02], [-0.01, -0.01, 0.00], [0.01, -0.01, 0.00], [0.00, 0.00, 0.00], [0.00, 0.00, 0.00], [0.00, 0.00, 0.00], [0.00, 0.01, -0.01], [0.01, 0.01, 0.00], [0.00, 0.00, 0.00], [0.00, 0.00, 0.01], [0.00, 0.00, 0.00], [0.00, 0.00, 0.00], [0.00, 0.00, 0.00], [-0.03, -0.02, -0.02], [0.00, 0.00, 0.00], [0.00, 0.00, 0.00], [0.00, 0.00, 0.00], [0.00, 0.00, 0.00], [0.00, 0.00, 0.00], [0.00, 0.00, 0.01], [0.00, 0.00, 0.01], [0.00, 0.01, -0.02], [0.01, 0.00, 0.01], [-0.03, 0.00, -0.02], [0.05, 0.02, -0.01], [0.01, -0.01, 0.01], [-0.01, 0.00, 0.01], [-0.04, 0.00, -0.02], [-0.01, 0.00, 0.00], [0.02, 0.00, 0.00], [-0.01, -0.02, -0.01], [-0.01, 0.01, -0.01], [0.01, 0.00, 0.00], [-0.01, -0.01, 0.01], [-0.02, 0.01, 0.01], [0.00, 0.00, -0.01], [0.00, 0.00, 0.00], [0.01, -0.01, -0.01], [0.00, 0.00, 0.00], [0.01, 0.00, 0.02], [0.00, 0.00, 0.00], [0.01, 0.01, -0.01], [0.00, 0.00, 0.00], [0.00, 0.00, 0.00], [0.00, 0.00, 0.00], [0.00, 0.00, 0.00], [0.00, 0.00, 0.00], [0.01, 0.01, -0.02], [0.00, 0.00, 0.02], [-0.02, -0.01, -0.02], [0.09, 0.06, 0.06], [-0.02, -0.01, -0.01], [0.01, -0.02, -0.02], [0.00, 0.01, 0.00], [0.00, 0.00, 0.00], [-0.01, 0.00, 0.00], [-0.01, 0.00, -0.01], [0.00, 0.00, 0.00], [0.00, 0.01, 0.00], [0.00, 0.01, 0.01], [-0.01, 0.05, 0.07], [0.06, -0.09, -0.12], [-0.02, 0.03, 0.02], [0.02, 0.00, -0.02]]
}

=====

Entry 3:
{
  "formula": "C30H28BrF5N2O3PdSSe",
  "method": "wB97M-V/def2-TZVPD",
  "homo_ev": -13.074,
  "orbital_gap_ev": 6.04,
  "charge": 2,
  "de_lowest_ev": 0.260,
  "elements": ["Pd", "N", "C", "C", "C", "N", "H", "H", "H", "H", "H", "H", "H", "H", "H", "H", "O", "S", "C", "C", "C", "C", "C", "C", "C", "C", "C", "C", "C", "C", "C", "C", "H", "H", "H", "H", "H", "H", "H", "H", "H", "H", "H", "H", "H", "H", "Br", "C", "C", "C", "C", "C", "C", "C", "O", "O", "H", "H", "H", "H", "F", "C", "C", "F", "C", "F", "C", "Se", "C", "F", "C", "F"],
  "positions_angstrom": [[-0.87525, 0.07333, 0.00840], [-0.63884, 0.12283, 2.03434], [-1.77499, -0.17576, 2.94667], [-2.47077, -1.47290, 2.59190], [-3.22770, -1.41695, 1.27897], [-2.28751, -1.47770, 0.13520], [0.12597, -0.54472, 2.15585], [-0.23701, 1.01586, 2.30797], [-2.46869, 0.66359, 2.88210], [-1.38915, -0.21409, 3.96612], [-3.16088, -1.72713, 3.39606], [-1.73816, -2.28801, 2.56240], [-3.78843, -0.48524, 1.19055], [-3.93730, -2.24216, 1.20944], [-2.79733, -1.41999, -0.74438], [-1.82970, -2.38765, 0.13052], [1.55294, -0.33371, 0.17632], [2.50508, -1.44936, -0.25176], [4.14819, -0.78042, 0.11083], [5.25202, -1.54476, -0.55940], [6.07006, -0.89870, -1.47967], [7.08801, -1.59196, -2.11846], [7.27846, -2.93977, -1.85407], [6.46286, -3.58967, -0.93686], [5.46005, -2.89302, -0.28240], [2.50703, -1.38890, -2.06350], [3.01910, -2.65692, -2.69365], [2.47400, -3.88968, -2.34666], [2.93490, -5.05221, -2.94435], [3.93987, -4.99050, -3.89978], [4.47997, -3.76350, -4.25503], [4.02320, -2.60086, -3.65220], [4.20797, -0.80099, 1.20068], [4.11271, 0.26018, -0.21722], [5.92412, 0.15590, -1.68475], [7.73251, -1.07895, -2.81986], [8.06945, -3.48312, -2.35324], [6.61760, -4.63857, -0.72272], [4.83724, -3.40394, 0.44320], [3.07635, -0.51007, -2.37303], [1.45201, -1.22016, -2.29689], [1.69147, -3.95147, -1.59791], [2.51026, -6.00703, -2.66455], [4.30048, -5.89737, -4.36593], [5.26343, -3.71003, -4.99907], [4.45933, -1.64760, -3.92156], [-1.05480, 0.46488, -8.80400], [-0.92356, 0.61351, -6.94400], [-0.60508, 1.84439, -6.37671], [-0.50218, 1.95317, -5.00583], [-0.73074, 0.83257, -4.20101], [-1.05421, -0.39880, -4.78113], [-1.14481, -0.51079, -6.15145], [-0.63665, 0.91884, -2.75515], [-0.12672, 2.05236, -2.28817], [-0.97236, -0.02160, -2.00815], [-0.43823, 2.70315, -7.01083], [-0.24651, 2.90489, -4.56236], [-1.22463, -1.26422, -4.15598], [-1.38476, -1.45777, -6.61297], [-4.51998, 6.26410, -0.09566], [-3.54859, 5.38906, -0.17278], [-2.23154, 5.80331, -0.02232], [-1.95755, 7.07295, 0.19606], [-1.21582, 4.86763, -0.10887], [0.03707, 5.27249, 0.03299], [-1.49532, 3.51709, -0.33144], [-0.03688, 2.33613, -0.46280], [-2.82731, 3.13086, -0.48401], [-3.13202, 1.85412, -0.73098], [-3.85084, 4.04893, -0.40760], [-5.10774, 3.67070, -0.55547]],
  "forces_ev_per_angstrom": [[-0.52, 0.30, 0.30], [0.08, 0.00, -0.06], [0.05, 0.08, -0.03], [0.07, -0.09, 0.03], [-0.04, 0.05, -0.04], [0.22, -0.23, -0.16], [-0.03, -0.02, 0.00], [0.00, -0.02, -0.02], [-0.02, -0.02, 0.02], [-0.01, -0.02, 0.00], [-0.04, 0.06, -0.01], [-0.04, -0.03, 0.03], [-0.03, -0.02, 0.02], [0.03, -0.02, 0.00], [0.00, 0.02, 0.01], [-0.01, 0.02, -0.01], [0.10, 0.08, 0.11], [0.05, -0.04, -0.04], [-0.05, 0.05, -0.01], [0.01, 0.01, -0.02], [0.00, -0.01, 0.02], [0.00, -0.01, 0.00], [0.00, 0.01, 0.00], [0.00, 0.00, 0.01], [0.00, -0.02, -0.03], [0.05, 0.05, -0.01], [0.00, 0.02, -0.04], [0.00, -0.04, -0.02], [-0.01, 0.00, 0.01], [0.01, 0.01, 0.00], [0.00, -0.01, 0.00], [0.00, -0.02, 0.04], [0.03, -0.02, 0.00], [-0.01, 0.00, 0.01], [0.00, 0.00, 0.00], [0.00, 0.00, 0.00], [0.00, 0.00, 0.00], [0.00, 0.00, 0.00], [-0.01, 0.00, 0.01], [0.00, -0.01, -0.02], [-0.01, -0.03, 0.04], [0.00, 0.02, 0.00], [0.00, 0.00, 0.00], [0.00, 0.00, 0.00], [0.00, 0.00, 0.00], [0.00, 0.02, -0.01], [0.00, 0.00, 0.02], [0.00, -0.01, 0.01], [0.00, 0.00, -0.01], [0.04, 0.01, -0.03], [-0.01, -0.02, 0.05], [-0.02, -0.01, -0.02], [0.00, 0.00, -0.01], [0.22, 0.04, 0.02], [-0.11, -0.01, 0.15], [-0.26, -0.03, -0.01], [0.00, 0.00, 0.00], [-0.01, 0.00, 0.01], [0.00, 0.00, 0.00], [0.00, 0.00, 0.00], [0.03, -0.02, 0.00], [-0.02, 0.02, 0.00], [0.02, 0.00, 0.00], [0.00, -0.02, 0.00], [0.00, 0.04, 0.03], [-0.03, -0.02, -0.01], [0.00, 0.01, -0.02], [0.31, -0.14, -0.27], [-0.03, 0.00, 0.00], [-0.04, 0.04, -0.01], [0.00, -0.02, 0.01], [0.01, 0.00, 0.00]]
}

=====

Short version: M = 713.504; 1007.930; 856.906 g mol⁻¹, in the order given.